Entry 1:
Molecular formula: C27H80N2O14
Method: DFT, wB97M-V/def2-TZVPD

Element x y z (Å)
O1 2.975 -17.053 5.319
C1 2.145 -23.697 5.786
H1 -1.659 -21.549 0.195
H2 -2.852 -21.497 4.361
C2 1.819 -23.905 7.278
H3 3.562 -20.905 10.801
H4 -3.239 -20.476 -1.044
H5 -1.610 -21.896 8.835
H6 0.775 -21.663 -0.093
C3 2.865 -18.991 9.993
O2 -5.153 -18.029 6.905
H7 -0.868 -25.362 9.837
C4 -0.332 -25.077 8.876
H8 1.260 -23.965 5.196
H9 -3.436 -16.090 4.033
H10 -0.331 -22.569 4.573
O3 1.664 -16.716 7.832
H11 -5.916 -17.468 7.055
H12 2.082 -18.326 11.862
H13 2.645 -25.912 7.585
H14 2.829 -23.559 9.231
H15 -0.453 -22.809 10.836
C5 -0.965 -20.888 0.772
H16 2.057 -15.315 4.533
C6 0.300 -20.704 -0.048
H17 4.854 -15.758 3.556
H18 -2.030 -19.039 6.126
C7 1.697 -18.689 10.897
H19 -1.656 -17.858 3.968
H20 3.295 -17.997 9.769
H21 2.017 -20.496 -2.235
H22 -2.860 -14.564 1.408
H23 -3.691 -18.893 -1.753
H24 0.900 -26.835 8.908
O4 -4.845 -19.023 3.736
O5 -1.155 -22.771 5.049
H25 0.891 -19.902 0.435
H26 -4.306 -19.824 3.534
H27 -0.857 -23.127 5.936
C8 4.210 -15.262 4.276
H28 3.041 -24.170 5.406
H29 -0.774 -17.574 -2.654
H30 -1.017 -25.416 8.032
H31 1.573 -17.425 3.118
O6 -1.239 -18.424 -2.580
C9 -0.296 -23.570 8.781
H32 1.981 -18.725 8.390
H33 1.068 -23.639 10.560
H34 2.442 -17.791 4.994
C10 0.850 -19.856 4.410
H35 -2.847 -16.866 -0.915
H36 -0.286 -19.391 6.614
N1 0.433 -23.314 7.537
H37 -0.198 -21.941 -3.057
H38 4.044 -14.264 3.909
H39 -4.477 -17.577 6.385
C11 2.519 -16.880 3.021
H40 2.388 -16.053 2.278
H41 0.994 -19.420 -3.196
H42 2.373 -16.767 7.138
C12 -0.788 -21.327 -2.381
O7 -3.300 -16.943 4.406
O8 -0.697 -18.120 3.991
C13 2.828 -16.060 4.297
O9 -2.742 -14.491 2.377
H43 3.283 -17.570 2.700
H44 -2.758 -17.261 0.784
H45 1.089 -17.896 10.497
H46 -4.786 -21.835 7.039
H47 1.599 -25.450 9.752
C14 -1.103 -19.640 5.897
O10 -5.337 -21.178 6.599
H48 -5.167 -20.322 7.003
H49 2.685 -22.151 8.008
H50 -4.283 -21.713 4.665
C15 -2.226 -17.298 -0.151
H51 -0.736 -18.877 1.337
H52 -2.984 -23.779 5.013
C16 -0.015 -20.234 -1.486
C17 1.021 -25.776 8.847
H53 -2.233 -23.306 7.848
H54 0.956 -21.505 8.115
C18 3.926 -19.863 10.548
C19 -1.698 -22.959 8.738
C20 -2.002 -18.787 -0.383
H55 2.281 -22.594 5.671
H56 -1.365 -22.080 -1.793
H57 -5.305 -19.267 4.528
H58 4.746 -20.010 9.848
C21 1.223 -19.732 -2.175
H59 -4.001 -24.840 5.540
C22 -1.522 -19.510 0.947
N2 -0.851 -18.962 -1.264
O11 -3.365 -24.189 5.792
H60 1.472 -18.845 -1.607
O12 -3.684 -21.660 3.929
H61 3.911 -23.415 7.895
C23 2.858 -23.229 8.163
H62 4.698 -15.299 5.230
C24 1.692 -25.411 7.565
H63 -2.352 -19.586 1.622
H64 1.071 -25.887 6.787
H65 0.894 -16.746 7.246
H66 -2.254 -23.349 9.601
H67 1.102 -20.721 5.010
H68 -3.934 -17.570 3.982
H69 -0.667 -21.265 1.788
H70 -1.405 -20.688 -2.998
C25 -0.644 -19.436 4.448
H71 0.816 -22.004 9.951
H72 1.130 -19.642 11.066
C26 0.322 -22.966 10.090
H73 -4.191 -19.369 -0.170
H74 1.380 -19.060 4.865
H75 -1.302 -16.722 0.006
H76 -1.321 -20.676 6.102
H77 -1.825 -14.303 2.309
C27 -3.329 -19.406 -0.850
H78 1.237 -20.129 3.452
O13 0.540 -21.927 7.354
H79 4.337 -19.421 11.498
H80 -1.283 -20.023 3.784
O14 2.469 -19.504 8.703

- E_HOMO: -8.568 eV
- LUMO energy: 0.32 eV
- E_tot: -2239.503391 hartree



Entry 2:
Molecular formula: C27H81O36P9
Method: DFT, wB97M-V/def2-TZVPD

Element x y z (Å)
O1 -19.956 12.878 16.509
O2 -5.534 15.704 7.321
C1 -13.048 6.363 6.386
H1 -7.701 12.940 8.360
H2 -5.597 10.163 12.563
O3 -15.117 11.819 18.248
H3 -19.363 13.187 6.548
H4 -8.255 16.798 6.336
H5 -18.704 10.345 15.048
O4 -19.961 12.436 8.311
C2 -13.844 11.653 21.345
H6 -18.102 13.165 7.787
H7 -22.717 13.819 14.447
H8 -8.567 16.705 4.652
C3 -15.428 8.946 9.874
H9 -9.254 8.573 8.672
H10 -3.438 14.019 4.275
H11 -6.005 8.886 4.852
H12 -4.582 15.391 4.001
O5 -19.132 14.332 9.624
H13 -13.076 7.609 11.714
H14 -7.396 17.874 5.212
H15 -14.205 12.041 14.922
O6 -14.993 11.125 20.682
O7 -18.556 12.108 10.378
H16 -14.438 17.171 5.686
H17 -17.980 10.301 11.076
H18 -17.366 11.079 14.293
C4 -18.019 14.768 10.452
H19 -13.408 12.683 18.904
O8 -9.804 9.544 6.937
O9 -21.292 11.563 14.875
H20 -13.447 5.382 6.578
H21 -10.675 15.791 4.868
H22 -6.848 8.302 11.272
H23 -18.252 15.815 10.636
H24 -15.219 8.410 10.803
P1 -15.830 11.967 19.667
O10 -14.181 14.042 6.938
H25 -12.941 11.179 20.961
H26 -7.105 9.840 3.870
H27 -19.783 10.511 11.005
H28 -10.659 7.890 7.840
H29 -4.937 13.747 3.444
H30 -21.038 11.709 17.745
C5 -18.829 10.960 11.251
H31 -16.001 11.396 11.248
H32 -11.641 7.155 10.890
H33 -12.647 11.489 15.580
C6 -18.165 11.296 14.990
H34 -11.792 12.596 9.394
C7 -3.312 11.576 8.654
C8 -9.512 11.550 3.801
O11 -14.327 12.513 11.864
O12 -17.007 10.997 19.473
C9 -13.763 12.020 18.127
O13 -5.094 8.892 10.363
O14 -14.660 15.262 4.857
H35 -7.334 12.009 6.996
O15 -15.200 6.087 8.341
H36 -8.609 12.095 3.497
C10 -15.221 16.398 5.593
O16 -16.205 13.313 20.050
O17 -6.198 11.123 10.675
H37 -18.827 11.248 12.303
H38 -18.082 12.336 18.265
O18 -20.964 12.778 10.560
H39 -6.041 12.869 7.815
C11 -21.056 12.755 17.444
O19 -11.978 12.312 11.355
O20 -7.348 14.036 6.656
H40 -15.535 16.091 6.580
O21 -6.804 15.764 5.053
H41 -6.222 11.796 12.671
H42 -16.326 12.946 11.969
H43 -13.613 6.877 5.601
H44 -13.219 11.083 18.153
H45 -9.087 7.589 7.176
H46 -13.885 11.322 22.387
H47 -12.396 11.031 9.817
P2 -5.338 10.280 9.684
H48 -5.834 7.029 10.678
H49 -12.647 8.464 10.219
C12 -21.867 14.240 13.903
O22 -7.644 9.596 5.811
C13 -4.474 14.342 4.251
H50 -10.851 14.201 5.315
H51 -15.944 16.873 4.941
H52 -2.736 10.865 8.062
H53 -13.822 12.738 21.323
H54 -10.328 12.267 3.703
O23 -9.687 8.592 4.581
H55 -18.551 11.695 6.929
C14 -6.641 9.767 4.854
C15 -6.337 10.841 12.141
O24 -9.433 11.137 5.161
C16 -7.066 12.947 7.468
O25 -3.929 10.880 9.755
H56 -16.496 8.882 9.641
P3 -6.161 14.938 6.258
C17 -13.287 11.475 14.716
H57 -12.041 6.285 5.972
C18 -15.712 12.051 12.067
H58 -17.058 14.568 9.981
H59 -17.995 14.284 11.434
O26 -12.995 7.213 7.577
O27 -12.461 15.498 5.874
H60 -19.044 11.347 19.374
H61 -21.938 13.908 12.864
H62 -14.396 11.846 6.847
O28 -5.824 10.166 8.318
H63 -13.591 12.547 17.194
H64 -10.620 11.400 9.989
C19 -7.739 16.852 5.372
P4 -13.518 14.420 5.515
O29 -13.291 10.233 11.968
H65 -6.780 8.061 9.554
P5 -20.290 12.557 15.028
H66 -14.527 12.581 8.456
H67 -15.288 10.009 10.104
H68 -21.992 13.033 16.967
C20 -18.944 12.609 7.374
H69 -17.814 11.569 15.976
O30 -5.258 13.979 5.441
C21 -14.051 12.671 7.453
H70 -6.045 10.633 5.116
O31 -20.575 13.938 14.450
H71 -18.406 10.591 18.054
H72 -21.962 15.325 13.943
P6 -14.149 7.042 8.652
P7 -9.189 9.615 5.503
H73 -9.669 10.707 3.130
O32 -13.441 6.599 9.974
O33 -13.121 13.286 4.748
C22 -9.675 8.352 7.696
C23 -12.665 7.488 10.704
O34 -12.587 12.010 13.635
H74 -2.667 12.383 9.003
C24 -11.635 11.766 10.079
C25 -11.031 15.200 5.731
O35 -14.581 8.541 8.813
P8 -13.046 11.635 12.175
C26 -18.125 11.377 18.770
H75 -7.353 10.509 12.337
H76 -13.650 10.468 14.484
H77 -15.824 11.681 13.076
O36 -18.920 12.286 14.382
H78 -10.486 15.467 6.621
H79 -4.042 12.091 8.017
P9 -19.779 12.930 9.789
H80 -13.028 12.514 7.840
H81 -20.933 13.374 18.328
C27 -6.158 8.036 10.451

- E_HOMO: -10.277 eV
- Energy relative to the best compared isomer or geometry (same formula, charge and spin): 87.22 kcal per mole
- SMILES: COP(=O)(OC)OC.COP(=O)(OC)OC.COP(=O)(OC)OC.COP(=O)(OC)OC.COP(=O)(OC)OC.COP(=O)(OC)OC.COP(=O)(OC)OC.COP(=O)(OC)OC.COP(=O)(OC)OC
- LUMO energy: 0.15 eV
- E_tot: -6858.899752 hartree



Entry 3:
Molecular formula: C27H83N19O12
Method: DFT, wB97M-V/def2-TZVPD

Element x y z (Å)
C1 -1.618 1.440 23.565
O1 2.161 5.182 19.701
H1 2.107 8.039 25.781
O2 3.417 1.842 24.332
C2 -0.421 -3.669 24.623
C3 2.609 7.735 24.859
H2 -7.230 -0.511 26.893
H3 -2.067 -2.516 27.237
H4 -2.789 3.493 27.543
H5 -5.899 7.880 26.609
H6 1.205 3.152 16.614
H7 -1.150 3.327 28.771
H8 3.877 9.668 22.253
H9 4.629 9.633 25.031
C4 -0.809 -2.604 25.621
H10 5.029 0.138 25.437
H11 -7.477 4.689 25.868
C5 -6.671 5.034 25.224
C6 -6.171 2.117 26.568
H12 -4.033 7.240 25.785
H13 0.958 5.953 25.891
C7 -6.869 0.004 27.792
C8 2.155 5.465 20.904
C9 3.762 8.713 22.775
C10 -5.747 1.003 27.536
H14 2.021 9.470 23.764
H15 -3.843 0.993 26.738
H16 0.555 5.289 24.305
H17 -0.033 1.576 29.705
H18 -6.533 -0.769 28.493
O3 1.765 6.837 24.142
C11 4.788 -0.420 19.866
C12 -0.749 2.251 22.611
N1 1.895 3.265 17.334
H19 -0.208 2.969 23.244
H20 -2.146 0.666 22.997
O4 2.941 1.428 16.496
C13 -2.093 5.112 28.501
H21 3.859 -1.139 25.121
N2 2.939 2.878 27.323
H22 2.192 -1.051 23.751
H23 2.136 4.925 24.975
H24 1.516 0.503 23.411
O5 0.118 1.394 21.916
H25 -1.006 0.664 30.915
H26 -3.533 5.055 27.133
C14 1.366 5.698 24.912
O6 1.496 2.603 29.104
H27 -5.348 2.810 26.389
C15 -2.222 5.704 24.840
H28 1.002 1.855 26.073
H29 -0.144 2.006 27.391
O7 -7.936 0.767 28.341
H30 4.179 -2.012 18.813
H31 4.805 8.490 23.024
H32 -2.105 2.914 25.091
H33 3.376 7.968 22.081
O8 5.643 -0.005 19.101
H34 -7.300 7.258 26.050
H35 -2.888 -0.341 30.301
H36 3.516 7.184 25.145
N3 -0.704 0.897 24.577
C16 2.831 2.275 17.374
H37 3.886 0.027 21.797
H38 0.939 -1.493 25.311
H39 -2.179 5.940 23.770
N4 2.287 -0.050 23.760
H40 -4.791 -0.062 26.098
H41 -1.150 -3.005 22.229
C17 1.233 2.030 21.327
H42 -6.927 2.681 27.116
N5 -4.541 0.306 27.017
H43 -3.520 -0.148 28.673
N6 4.054 -1.547 19.695
H44 -1.827 6.564 25.393
O9 -2.231 6.304 28.796
H45 0.012 -0.949 26.734
H46 -6.212 4.155 24.772
O10 0.394 -3.231 23.560
N7 4.212 -0.210 24.976
O11 -3.530 5.350 25.190
C18 1.746 2.546 27.893
H47 -0.268 0.078 24.176
N8 4.446 0.279 21.002
N9 0.805 2.077 27.036
H48 -1.295 -4.226 24.263
H49 1.940 2.437 22.059
H50 0.958 2.815 20.616
C19 -2.595 2.337 24.308
N10 -6.460 7.040 26.570
H51 -4.839 6.685 24.265
C20 -4.493 6.394 25.266
C21 0.389 -1.815 26.193
H52 -3.159 2.996 23.648
H53 1.774 3.832 18.157
C22 2.950 8.967 24.043
H54 -0.362 4.606 29.569
H55 0.523 6.619 20.799
N11 1.169 6.228 21.460
H56 0.445 -2.253 21.787
H57 -5.478 1.376 28.526
H58 -9.153 -0.872 28.151
H59 -5.371 5.332 26.893
C23 3.308 0.616 24.365
H60 -1.053 -3.760 27.238
N12 3.712 2.433 18.415
N13 3.113 5.100 21.796
C24 -1.840 0.931 29.088
N14 -1.116 4.312 28.977
H61 -1.389 -1.831 25.102
H62 -1.362 2.856 21.929
N15 -1.665 -3.222 26.629
H63 3.059 2.531 26.382
H64 3.907 4.522 21.606
H65 4.441 1.740 18.494
O12 -1.774 1.504 27.977
N16 3.651 9.899 24.939
H66 3.610 3.185 19.073
H67 4.870 1.180 21.142
H68 3.409 -1.820 20.407
C25 -5.722 5.908 26.031
H69 3.716 10.786 24.448
H70 1.040 -2.465 26.781
H71 0.134 -4.464 25.138
H72 -3.308 1.705 24.841
H73 1.809 1.309 20.744
H74 -1.034 0.646 25.501
N17 -0.891 1.130 30.036
H75 -0.637 -1.505 22.983
N18 -3.036 4.445 27.763
N19 -2.791 0.014 29.368
H76 -6.550 1.761 25.611
H77 -9.897 0.506 28.819
H78 2.946 5.437 22.726
C26 -0.271 -2.455 22.578
C27 -8.972 -0.068 28.871
H79 3.724 3.076 27.915
H80 1.274 6.560 22.424
H81 -8.664 -0.383 29.865
H82 -1.502 4.910 25.036
H83 -7.055 5.598 24.368

- E_HOMO: -8.988 eV
- Energy relative to the best compared isomer or geometry (same formula, charge and spin): 0.00 kcal per mole
- SMILES: COC[C@H](C)N.COC[C@H](C)N.COC[C@H](C)N.COC[C@H](C)N.COC[C@H](C)N.NC(N)=O.NC(N)=O.NC(N)=O.NC(N)=O.NC(N)=O.NC(N)=O.NC(N)=O
- LUMO energy: 0.15 eV
- E_tot: -3022.020934 hartree



Entry 4:
Molecular formula: C28H13Cl4CoF5N2O4S2
Method: DFT, wB97M-V/def2-TZVPD

Element x y z (Å)
H1 -4.582 4.110 -2.044
C1 -0.101 0.650 -5.365
H2 -2.745 4.346 -3.675
C2 -2.028 -1.272 -4.849
C3 -4.349 1.466 1.072
C4 0.761 -1.082 3.236
H3 -0.690 3.019 -3.485
H4 -3.751 -1.388 -7.001
C5 -1.320 1.934 -1.762
C6 -2.662 3.632 -2.864
H5 -2.587 -0.775 -8.181
C7 3.191 -0.447 4.315
C8 -1.485 2.864 -2.771
H6 -0.743 0.524 -7.405
C9 2.674 -1.712 4.518
C10 -4.546 2.380 0.078
H7 -2.784 -2.020 -4.639
Cl1 0.284 -6.243 -2.508
C11 -3.142 0.743 1.095
C12 -0.186 -2.642 -0.790
F1 3.350 -2.614 5.241
C13 -1.250 -0.787 -3.813
H8 -5.090 1.295 1.841
F2 0.928 -3.253 4.155
C14 -0.415 -3.856 -1.499
H9 -1.403 -1.135 -2.798
Cl2 3.664 -3.143 0.376
Cl3 3.079 -5.789 -1.235
C15 -2.695 -1.370 -7.274
N1 -0.251 1.084 -1.560
O1 1.422 1.943 -3.280
C16 1.146 -2.414 -0.211
C17 -3.554 2.583 -0.906
S1 0.759 0.770 -2.761
C18 1.247 0.201 2.998
H10 -2.400 -2.395 -7.508
F3 -0.430 -1.454 2.719
O2 -1.065 -1.753 -0.632
S2 0.369 1.383 2.051
C19 -3.684 3.510 -1.966
C20 1.868 -4.578 -1.052
Cl4 -1.984 -4.091 -2.171
O3 1.575 -0.340 -2.338
Co1 -0.251 0.007 0.219
C21 -2.383 1.804 -0.808
C22 -0.885 0.151 -6.397
C23 -0.282 0.173 -4.079
H11 -5.459 2.963 0.031
F4 4.379 -0.127 4.848
N2 -2.210 0.901 0.191
H12 0.648 1.410 -5.546
F5 3.045 1.686 3.406
C24 2.485 0.482 3.572
C25 -1.855 -0.814 -6.155
H13 -2.935 0.027 1.882
C26 1.445 -2.030 3.969
C27 2.140 -3.434 -0.356
C28 0.579 -4.790 -1.635
O4 1.350 -1.344 0.404

- E_HOMO (alpha / beta): -5.165 / -5.217 eV
- Multiplicity: 5
- Total charge: -1
- Energy relative to the best compared isomer or geometry (same formula, charge and spin): 0.00 kcal per mole
- LUMO energy (alpha / beta): 2.28 / 0.58 eV
- E_tot: -6004.684721 hartree